Below is a molecular structure, C38H30ClF2IN7O2Zr, with properties calculated with ωB97M-V/def2-TZVPD.

Geometry (Å):
Zr  -0.275  -0.159  0.105
C  6.331  3.228  0.669
C  4.914  2.807  0.403
C  3.895  3.736  0.230
C  2.585  3.344  0.028
C  2.212  1.994  -0.041
N  0.889  1.592  -0.263
C  -0.077  2.631  -0.065
C  -0.399  3.508  -1.106
C  -1.300  4.533  -0.929
C  -1.946  4.713  0.296
C  -2.989  5.781  0.460
C  -1.624  3.866  1.343
C  -0.679  2.856  1.176
N  -0.313  2.087  2.317
C  -0.263  2.473  3.610
C  0.151  1.393  4.351
C  0.339  0.369  3.416
N  0.067  0.802  2.195
C  3.243  1.065  0.143
C  4.553  1.470  0.374
N  2.992  -0.339  0.153
C  3.878  -1.280  -0.213
C  3.449  -2.492  0.278
C  2.260  -2.191  0.935
N  1.961  -0.892  0.857
H  6.537  4.203  0.230
H  6.524  3.303  1.741
H  7.044  2.516  0.256
H  4.124  4.795  0.263
H  1.832  4.109  -0.091
H  0.101  3.367  -2.054
H  -1.527  5.198  -1.754
H  -2.673  6.712  -0.010
H  -3.924  5.477  -0.016
H  -3.197  5.979  1.510
H  -2.117  3.983  2.300
H  -0.487  3.487  3.893
H  0.306  1.353  5.414
H  0.675  -0.644  3.562
H  5.305  0.715  0.566
H  4.753  -1.014  -0.782
H  3.923  -3.451  0.171
H  1.591  -2.859  1.448
F  -2.618  -4.774  2.230
C  -1.892  -4.244  1.236
C  -1.305  -3.003  1.424
C  -0.554  -2.431  0.404
C  -0.394  -3.138  -0.806
C  -1.040  -4.365  -0.951
F  -0.972  -5.049  -2.108
C  -1.791  -4.943  0.052
C  0.423  -2.519  -1.874
C  0.913  -3.188  -2.998
C  1.721  -2.519  -3.894
C  2.043  -1.187  -3.676
C  1.520  -0.575  -2.560
N  0.725  -1.215  -1.688
H  -1.476  -2.498  2.369
H  -2.277  -5.897  -0.093
H  0.673  -4.225  -3.155
H  2.103  -3.040  -4.763
H  2.677  -0.631  -4.351
H  1.707  0.468  -2.337
Cl  -5.109  -1.028  -1.293
C  -4.270  -0.927  0.257
C  -2.835  -0.514  0.129
O  -2.246  -0.011  1.138
O  -2.159  -0.706  -0.914
H  -4.277  -1.915  0.721
H  -4.785  -0.228  0.911
I  -1.506  1.170  -3.526
C  -3.277  1.902  -2.668
C  -4.343  2.213  -3.501
C  -5.494  2.698  -2.905
C  -5.530  2.846  -1.525
C  -4.407  2.498  -0.798
N  -3.288  2.030  -1.359
H  -4.271  2.078  -4.570
H  -6.355  2.952  -3.509
H  -6.413  3.217  -1.024
H  -4.390  2.593  0.282

Output
Multiplicity = 1
E_HOMO = -0.3788 Eh
Frontier orbital gap = 0.2808 Ha
LUMO = -0.0980 Ha
Total charge = +1

Mulliken atomic charge list, values in e, 5 entries:
1. Zr -2.658
2. C -1.629
3. C 0.225
4. C -1.298
5. C -1.070

Below is a molecular structure, C38H30N3O2P2RhS3, with properties calculated with ωB97M-V/def2-TZVPD.

Geometry (Å):
Rh  12.824  11.097  11.120
S  11.355  12.254  12.638
P  11.472  10.293  13.274
C  13.016  9.683  12.696
P  14.005  8.465  13.485
S  15.565  9.356  14.290
C  13.113  7.378  14.576
C  12.341  6.369  14.033
C  11.581  5.533  14.892
C  11.634  5.664  16.253
C  12.460  6.705  16.755
C  13.168  7.565  15.952
C  14.776  7.261  12.307
C  14.440  7.288  10.932
C  14.664  6.132  10.165
C  15.237  5.004  10.717
C  15.645  4.990  12.056
C  15.412  6.130  12.815
C  11.245  10.378  15.060
C  10.226  9.574  15.684
C  9.976  9.748  17.013
C  10.535  10.812  17.714
C  11.461  11.634  17.123
C  11.874  11.416  15.787
C  9.995  9.621  12.567
C  10.027  8.610  11.566
C  8.830  8.218  10.974
C  7.670  8.949  11.304
C  7.596  9.936  12.267
C  8.812  10.256  12.879
H  12.390  6.146  12.993
H  10.849  4.871  14.401
H  11.095  5.043  16.997
H  12.592  6.820  17.865
H  13.747  8.430  16.360
H  13.995  8.173  10.466
H  14.355  6.074  9.125
H  15.315  4.082  10.138
H  15.976  4.062  12.581
H  15.676  6.173  13.878
H  9.623  9.035  15.033
H  9.252  9.076  17.469
H  10.258  10.924  18.791
H  11.902  12.475  17.674
H  12.670  11.937  15.279
H  10.962  8.137  11.277
H  8.823  7.405  10.230
H  6.778  8.774  10.734
H  6.685  10.308  12.734
H  8.853  11.093  13.620
N  15.624  13.123  8.815
C  16.767  12.303  8.684
C  17.583  12.417  7.554
C  18.699  11.629  7.421
C  18.983  10.613  8.363
C  18.084  10.371  9.398
C  17.004  11.199  9.522
S  15.986  10.886  10.901
N  14.587  11.614  10.308
C  14.530  12.617  9.462
C  13.190  13.145  9.175
C  12.849  14.298  8.395
C  11.540  14.549  8.133
C  10.530  13.634  8.552
C  10.930  12.578  9.382
N  12.228  12.321  9.646
H  15.586  13.993  8.275
H  17.248  13.150  6.788
H  19.344  11.684  6.612
H  19.884  10.035  8.147
H  18.172  9.511  10.020
H  13.587  15.066  8.235
H  11.209  15.454  7.674
H  9.505  13.588  8.205
H  10.246  11.892  9.831
O  13.065  10.867  7.401
C  12.997  9.752  8.021
O  12.727  9.581  9.284
H  13.343  8.808  7.453

Output
Multiplicity = 5
E_HOMO (spin up / spin down) = -0.2079 / -0.2814 Eh
Frontier orbital gap (spin up / spin down) = 0.2209 / 0.1877 Ha
Expectation value of S² = 6.04
LUMO (spin up / spin down) = 0.0130 / -0.0938 Ha
Total charge = 0
Relative energy (zero: lowest compared OMol25 entry of this formula, charge and spin) = 2.535 eV

Mulliken atomic charge list, values in e, 5 entries:
1. Rh -0.209
2. S -0.560
3. P 0.993
4. C 0.030
5. P 1.357

Below is a molecular structure, C38H31AsCl3FeN5O2S2Si, with properties calculated with ωB97M-V/def2-TZVPD.

Geometry (Å):
Fe  0.624  0.637  0.065
S  -2.635  1.979  2.326
C  -1.745  0.747  3.012
S  -0.024  0.406  2.500
C  -2.195  -0.084  4.030
C  -3.517  0.071  4.552
N  -4.577  0.199  4.985
C  -1.417  -1.102  4.658
N  -0.852  -1.934  5.221
O  -3.209  5.875  -3.743
N  -2.164  5.790  -3.130
O  -1.331  6.674  -3.087
C  -1.893  4.536  -2.399
C  -2.894  3.626  -2.417
C  -2.768  2.380  -1.738
C  -3.812  1.440  -1.626
C  -3.605  0.322  -0.870
C  -2.343  0.112  -0.290
N  -1.321  0.934  -0.455
C  -1.558  2.086  -1.119
C  -0.516  3.065  -1.064
N  0.539  2.695  -0.301
C  1.476  3.599  -0.071
C  1.437  4.873  -0.643
C  0.398  5.235  -1.459
C  -0.658  4.324  -1.670
H  -3.812  3.867  -2.932
H  -4.765  1.635  -2.101
H  -4.388  -0.404  -0.706
H  -2.170  -0.749  0.344
H  2.288  3.314  0.581
H  2.244  5.563  -0.443
H  0.370  6.211  -1.910
C  1.600  3.526  4.699
C  0.877  2.193  4.502
C  1.681  1.055  5.116
C  0.647  2.016  3.004
H  1.693  3.767  5.760
H  1.069  4.347  4.215
H  2.605  3.473  4.273
H  -0.100  2.254  4.994
H  2.651  0.967  4.619
H  1.169  0.097  5.030
H  1.860  1.247  6.176
H  1.593  2.114  2.472
H  -0.057  2.759  2.622
C  -0.742  -6.647  -3.788
C  -1.068  -5.478  -4.465
C  -1.077  -4.267  -3.792
C  -0.750  -4.205  -2.439
C  -0.428  -5.378  -1.767
C  -0.426  -6.595  -2.440
As  -0.753  -2.441  -1.591
C  0.843  -1.765  -2.487
C  0.791  -0.465  -2.982
C  1.836  0.044  -3.745
C  2.934  -0.752  -4.021
C  2.995  -2.050  -3.528
C  1.955  -2.556  -2.766
C  -0.069  -2.842  0.176
C  1.231  -2.527  0.548
C  1.656  -2.733  1.858
C  0.785  -3.255  2.796
C  -0.520  -3.570  2.431
C  -0.948  -3.359  1.131
H  -0.737  -7.594  -4.311
H  -1.313  -5.512  -5.518
H  -1.328  -3.358  -4.330
H  -0.167  -5.345  -0.716
H  -0.166  -7.500  -1.908
H  -0.080  0.151  -2.786
H  1.790  1.060  -4.114
H  3.752  -0.359  -4.611
H  3.863  -2.664  -3.727
H  2.008  -3.570  -2.386
H  1.932  -2.145  -0.175
H  2.668  -2.464  2.133
H  1.097  -3.389  3.822
H  -1.207  -3.950  3.175
H  -1.975  -3.588  0.862
Cl  3.819  1.955  -1.563
Si  3.023  0.732  -0.006
Cl  4.254  -0.987  -0.225
Cl  4.025  1.629  1.676

Output
Multiplicity = 2
E_HOMO (spin up / spin down) = -0.1877 / -0.1802 Eh
Frontier orbital gap (spin up / spin down) = 0.2088 / 0.2008 Ha
Expectation value of S² = 1.24
LUMO (spin up / spin down) = 0.0212 / 0.0206 Ha
Total charge = -1
Relative energy (zero: lowest compared OMol25 entry of this formula, charge and spin) = 0.000 eV

Mulliken atomic charge list, values in e, 5 entries:
1. Fe 0.770
2. S -0.388
3. C 0.695
4. S 0.096
5. C 0.872

Below is a molecular structure, C38H31AuN5O6PSTe, with properties calculated with ωB97M-V/def2-TZVPD.

Geometry (Å):
Au  -1.083  1.257  -0.511
N  0.720  0.351  0.054
P  1.797  0.503  -1.076
C  1.295  0.252  -2.819
C  0.384  1.151  -3.375
C  -0.064  0.985  -4.674
C  0.417  -0.066  -5.443
C  1.338  -0.950  -4.904
C  1.774  -0.798  -3.595
C  3.107  -0.733  -0.793
C  2.726  -2.065  -0.638
C  3.677  -3.043  -0.396
C  5.017  -2.693  -0.296
C  5.401  -1.370  -0.449
C  4.451  -0.390  -0.703
C  2.672  2.094  -1.078
C  2.990  2.588  0.186
C  3.697  3.770  0.313
C  4.086  4.463  -0.824
C  3.761  3.978  -2.082
C  3.058  2.790  -2.217
H  0.035  1.998  -2.792
H  -0.784  1.681  -5.087
H  0.079  -0.196  -6.463
H  1.727  -1.765  -5.501
H  2.495  -1.493  -3.185
H  1.678  -2.329  -0.719
H  3.375  -4.077  -0.285
H  5.761  -3.455  -0.097
H  6.446  -1.099  -0.375
H  4.757  0.640  -0.831
H  2.666  2.030  1.056
H  3.936  4.156  1.295
H  4.650  5.382  -0.731
H  4.058  4.529  -2.965
H  2.815  2.410  -3.202
O  0.844  4.702  1.131
C  0.099  3.749  1.045
O  -0.384  3.281  -0.058
C  -0.368  3.087  2.338
C  -0.141  1.747  2.614
C  -0.489  1.239  3.857
C  -1.102  2.017  4.821
C  -1.363  3.338  4.507
C  -0.980  3.888  3.293
N  -2.071  4.171  5.484
O  -2.280  5.330  5.186
O  -2.413  3.647  6.527
N  -0.214  -0.166  4.161
O  -0.352  -0.535  5.311
O  0.127  -0.887  3.241
H  0.325  1.103  1.875
H  -1.373  1.608  5.782
H  -1.162  4.936  3.105
N  -0.610  -1.908  0.687
C  -1.324  -2.147  -0.385
S  -1.961  -0.894  -1.382
N  -1.624  -3.401  -0.784
C  -1.060  -4.593  -0.257
C  -0.464  -5.497  -1.130
C  0.122  -6.649  -0.635
C  0.115  -6.907  0.728
C  -0.506  -6.021  1.593
C  -1.103  -4.868  1.105
H  -0.023  -1.009  0.660
H  -0.206  -2.678  1.200
H  -2.100  -3.467  -1.670
H  -0.451  -5.292  -2.194
H  0.586  -7.349  -1.318
H  0.578  -7.805  1.115
H  -0.540  -6.227  2.654
H  -1.631  -4.198  1.771
Te  -3.042  3.071  -0.891
C  -4.731  1.895  -0.364
C  -5.452  1.244  -1.364
C  -6.574  0.496  -1.043
C  -6.976  0.377  0.280
C  -6.250  1.007  1.281
C  -5.138  1.771  0.960
H  -5.132  1.330  -2.394
H  -7.134  0.004  -1.829
H  -7.855  -0.204  0.529
H  -6.557  0.907  2.315
H  -4.578  2.266  1.744

Output
Multiplicity = 1
E_HOMO (spin up / spin down) = -0.2823 / -0.2824 Eh
Frontier orbital gap (spin up / spin down) = 0.2168 / 0.2170 Ha
LUMO (spin up / spin down) = -0.0655 / -0.0654 Ha
Total charge = 0
Relative energy (zero: lowest compared OMol25 entry of this formula, charge and spin) = 1.477 eV

Mulliken atomic charge list, values in e, 5 entries:
1. Au 1.143
2. N -0.527
3. P 0.848
4. C 0.634
5. C -0.212

Number 1: strongest force on any atom 0.0178 Eh/bohr. Number 2: strongest force on any atom 0.1092 Eh/bohr. Number 3: strongest force on any atom 0.0159 Eh/bohr. Number 4: strongest force on any atom 0.0335 Eh/bohr.